(1)
Density functional theory data (the ωB97M-V functional and the def2-TZVPD basis) for a 2-piece molecular cluster, C24H43INO10P3 overall.

Geometry as ORCA input:
```
! wB97M-V def2-TZVPD RIJCOSX def2/J DEFGRID3
* xyz 0 1
C -2.59 -0.49 4.41
C -2.84 0.99 4.25
O -2.60 1.44 2.89
P -1.08 1.82 2.57
O -0.12 1.64 3.65
C -0.53 0.75 1.19
C -1.33 -0.53 1.07
C -0.91 -1.42 -0.15
C -0.28 -2.68 0.49
O 0.79 -2.37 1.33
C 2.05 -2.50 0.77
C 2.84 -1.36 0.62
C 4.10 -1.45 0.05
C 4.58 -2.68 -0.39
C 3.80 -3.82 -0.21
C 2.54 -3.73 0.37
O 0.11 -0.69 -0.83
C 0.31 -0.93 -2.21
P 1.32 -2.41 -2.70
O 1.47 -2.31 -4.17
C -0.99 -0.91 -3.04
N -2.22 -0.81 -2.20
C -2.63 0.59 -1.82
C -1.63 1.69 -2.08
O -1.72 2.13 -3.44
C -0.61 2.86 -3.81
O -0.25 3.75 -3.11
C 0.11 2.55 -5.09
C -0.23 1.21 -5.76
C -2.13 -1.75 -1.03
P -2.30 -3.54 -1.61
O -2.73 -4.22 -0.19
I -4.39 -3.47 -2.91
O -1.20 3.30 1.99
C 0.01 3.80 1.40
C -0.19 5.28 1.11
H -3.17 -1.02 3.66
H -3.00 -0.78 5.38
H -1.53 -0.73 4.35
H -2.32 1.58 4.99
H -3.91 1.15 4.41
H 0.51 0.57 1.40
H -0.57 1.36 0.29
H -2.39 -0.28 1.05
H -1.17 -1.10 1.98
H -1.05 -3.12 1.12
H 0.02 -3.44 -0.24
H 2.46 -0.41 0.97
H 4.68 -0.54 -0.04
H 5.55 -2.72 -0.85
H 4.20 -4.77 -0.55
H 1.94 -4.61 0.50
H 0.91 -0.10 -2.57
H 2.55 -2.27 -2.05
H 0.64 -3.60 -2.35
H -1.04 -1.87 -3.56
H -0.98 -0.18 -3.83
H -2.98 -1.20 -2.78
H -3.52 0.84 -2.40
H -2.94 0.64 -0.79
H -1.94 2.53 -1.46
H -0.61 1.46 -1.78
H -0.03 3.34 -5.81
H 1.16 2.54 -4.82
H 0.39 0.41 -5.34
H -1.25 0.91 -5.60
H -0.01 1.24 -6.82
H -3.02 -1.54 -0.44
H -3.57 -4.68 -0.30
H 0.24 3.32 0.45
H 0.87 3.66 2.05
H -0.64 5.37 0.12
H 0.75 5.82 1.09
H -0.89 5.73 1.80
C 2.66 1.01 4.76
C 4.15 0.66 4.56
O 4.31 -0.57 4.04
H 2.17 0.31 5.45
H 2.53 2.02 5.18
H 2.13 0.98 3.81
H 4.64 0.84 5.56
H 4.56 1.51 3.95
*
```

Properties
HOMO energy ... -0.138 Eh
E ... -3069.0797 a.u.
Molar mass ... 725.43 u

---

(2)
Density functional theory data (the ωB97M-V functional and the def2-TZVPD basis) for C24H43N2P3SZr as an isolated structure.

Geometry as ORCA input:
```
! wB97M-V def2-TZVPD RIJCOSX def2/J DEFGRID3
* xyz 4 1
Zr 0.05 0.18 -0.27
P 1.82 1.76 0.86
P -1.56 0.67 1.90
P -1.35 2.35 -1.08
H 0.69 -2.10 -5.06
C 0.68 -1.02 -5.02
C 1.85 -0.33 -4.71
H 2.78 -0.82 -4.37
C 3.37 0.98 1.49
C 1.50 2.85 2.32
C 2.63 3.02 -0.21
C -3.14 -0.24 1.67
C -1.18 -0.03 3.57
C -2.29 2.24 2.57
C -1.13 2.81 -2.84
C -1.12 4.00 -0.31
C -3.18 2.19 -1.01
H -0.16 -0.46 -5.44
H 2.00 0.66 -5.23
H 3.58 0.07 0.91
H 3.28 0.70 2.55
H 4.21 1.67 1.38
H 1.10 2.28 3.17
H 0.78 3.65 2.08
H 2.44 3.33 2.65
H 2.79 2.61 -1.21
H 3.61 3.27 0.22
H 2.04 3.94 -0.29
H -3.75 -0.12 2.57
H -2.93 -1.31 1.51
H -3.69 0.14 0.80
H -2.06 0.09 4.22
H -0.33 0.48 4.03
H -0.94 -1.09 3.50
H -2.95 1.98 3.41
H -2.88 2.78 1.83
H -1.51 2.90 2.95
H -1.96 3.47 -3.11
H -1.14 1.92 -3.49
H -0.17 3.33 -2.96
H -1.66 4.73 -0.92
H -0.05 4.27 -0.31
H -1.50 4.02 0.71
H -3.60 2.89 -1.74
H -3.58 2.42 -0.01
H -3.48 1.17 -1.29
C 0.29 -1.19 -2.56
C -1.10 -1.25 -2.86
C -1.71 -2.50 -3.10
C -0.95 -3.66 -3.05
C 0.39 -3.64 -2.64
C 1.03 -2.41 -2.44
S 1.19 0.45 -2.84
H 0.79 1.09 -3.95
H -1.60 -0.30 -3.07
H -2.76 -2.52 -3.41
H -1.42 -4.62 -3.31
H 0.94 -4.58 -2.56
H 2.10 -2.37 -2.22
N -0.10 -3.81 0.88
C -0.39 -2.61 0.35
N 0.37 -1.65 0.94
C 1.14 -2.28 1.95
C 1.76 -1.70 3.06
C 2.12 -2.57 4.11
C 1.85 -3.94 4.04
C 1.23 -4.51 2.91
C 0.88 -3.63 1.88
H -0.49 -4.69 0.59
H -1.11 -2.45 -0.45
H 1.89 -0.62 3.08
H 2.60 -2.16 5.00
H 2.14 -4.59 4.88
H 0.99 -5.56 2.81
*
```

Properties
HOMO energy (spin up / spin down) ... -0.704 / -0.704 Eh
E ... -2517.5287 a.u.
Molar mass ... 575.84 u
ΔE to the lowest compared entry with this formula, charge and spin ... 2.712 eV

---

(3)
Density functional theory data (the ωB97M-V functional and the def2-TZVPD basis) for C24H43N4O4PtS3 as an isolated structure.

Geometry as ORCA input:
```
! wB97M-V def2-TZVPD RIJCOSX def2/J DEFGRID3
* xyz 1 3
Pt 2.62 -2.08 1.55
C -0.10 -0.36 -0.89
C 0.27 -0.13 0.52
O 0.63 -1.25 1.31
H -0.96 -1.00 -1.09
H 0.76 -0.61 -1.51
H -0.37 0.62 -1.29
H -0.60 0.35 0.99
H 1.03 0.66 0.52
C 0.23 -1.45 -4.33
S 1.36 -0.57 -5.43
O 2.52 -0.17 -4.51
C 2.09 -2.08 -6.24
H -0.43 -0.74 -3.83
H 0.73 -2.00 -3.54
H -0.39 -2.14 -4.90
H 2.63 -2.62 -5.47
H 2.75 -1.81 -7.06
H 1.30 -2.73 -6.63
C 3.79 -1.93 -2.31
S 3.80 -0.37 -1.30
O 3.45 -0.85 0.13
C 5.61 -0.15 -1.30
H 2.73 -2.15 -2.44
H 4.31 -2.77 -1.85
H 4.30 -1.91 -3.27
H 5.71 0.48 -0.41
H 5.93 0.38 -2.19
H 6.22 -1.03 -1.14
C 3.14 0.30 5.26
S 3.57 0.74 3.58
O 3.39 -0.46 2.70
C 2.12 1.85 3.26
H 3.30 1.16 5.92
H 3.83 -0.48 5.60
H 2.11 -0.05 5.37
H 1.77 2.33 4.17
H 1.34 1.21 2.84
H 2.38 2.59 2.50
N -1.66 -3.09 0.69
C -2.33 -3.11 1.90
C -3.40 -3.97 1.79
C -3.35 -4.50 0.52
C -2.31 -3.94 -0.19
H -0.86 -2.51 0.48
H -2.01 -2.43 2.67
H -4.18 -4.11 2.53
H -4.01 -5.29 0.18
H -1.98 -4.02 -1.21
N -2.54 5.13 1.05
C -1.24 4.68 1.32
C -1.06 3.46 0.69
C -2.24 3.18 0.01
C -3.15 4.22 0.22
H -2.92 5.96 1.46
H -0.61 5.32 1.92
H -0.18 2.84 0.75
H -2.39 2.26 -0.53
H -4.17 4.36 -0.10
N -0.84 0.14 3.84
C -1.07 1.36 4.46
C -1.20 1.06 5.82
C -0.79 -0.29 6.02
C -0.56 -0.78 4.80
H -0.78 0.04 2.84
H -1.24 2.27 3.90
H -1.44 1.72 6.64
H -0.63 -0.81 6.95
H -0.12 -1.72 4.51
N -3.64 1.31 -2.81
C -2.51 1.85 -3.29
C -2.49 1.65 -4.66
C -3.63 0.92 -5.00
C -4.38 0.77 -3.84
H -4.02 1.47 -1.89
H -1.85 2.45 -2.68
H -1.76 2.10 -5.31
H -3.94 0.76 -6.03
H -5.41 0.48 -3.72
*
```

Properties
HOMO energy (spin up / spin down) ... -0.358 / -0.358 Eh
E ... -2773.6220 a.u.
<S²> ... 2.009
Molar mass ... 742.91 u